Below is a structure of composition C22H54F12N2O17S4Sn, with properties calculated with ωB97M-V/def2-TZVPD.

energy above the lowest of the compared OMol25 structures with the same formula, charge and spin: 869.8 kJ/mol

```
! RIJCOSX wB97M-V def2-TZVPD def2/J DEFGRID3
* xyz 0 1
Sn 2.72 2.11 -1.91
C 7.12 4.40 1.33
F 7.68 5.08 2.36
F 6.69 5.26 0.37
F 8.14 3.74 0.81
S 5.83 3.11 1.98
O 6.26 2.88 3.33
O 4.54 3.82 1.81
N 5.77 1.73 0.90
S 6.22 0.58 1.78
O 7.67 0.61 1.91
O 5.35 0.33 2.95
C 5.77 -1.02 0.75
F 6.45 -0.99 -0.44
F 6.09 -2.19 1.39
F 4.43 -1.12 0.60
C -3.18 0.76 -2.61
F -2.66 1.59 -3.52
F -3.81 1.47 -1.66
F -3.99 -0.12 -3.13
S -1.73 -0.32 -1.83
O -2.32 -1.58 -1.45
O -0.83 -0.52 -2.96
N -0.95 0.66 -0.63
S -1.40 -0.05 0.64
O -2.83 -0.09 0.81
O -0.64 -1.26 0.92
C -0.93 1.22 1.94
F -0.77 0.70 3.19
F 0.21 1.80 1.58
F -1.82 2.28 1.87
C -7.98 -0.13 2.45
C -7.29 1.17 2.03
O -6.29 1.47 3.00
H -7.30 -0.92 2.77
H -8.48 -0.58 1.60
H -8.69 0.01 3.27
H -8.00 1.98 1.90
H -6.97 0.96 1.01
H -5.46 1.10 2.68
C -1.74 -5.32 -5.16
C -0.91 -6.61 -5.35
O -0.35 -6.62 -6.53
H -2.14 -5.20 -4.16
H -2.59 -5.40 -5.85
H -1.12 -4.43 -5.27
H -1.46 -7.54 -5.27
H -0.11 -6.67 -4.62
H -0.95 -6.16 -7.12
C -5.77 -5.79 0.87
C -4.63 -6.11 -0.23
O -3.48 -5.45 0.03
H -6.07 -4.74 0.95
H -5.49 -6.12 1.87
H -6.68 -6.33 0.61
H -4.93 -5.67 -1.19
H -4.44 -7.17 -0.36
H -3.56 -4.53 -0.21
C 3.24 -6.62 0.43
C 2.00 -5.83 -0.02
O 0.78 -6.49 0.39
H 2.99 -7.17 1.33
H 4.17 -6.04 0.47
H 3.52 -7.36 -0.32
H 2.11 -5.52 -1.06
H 2.00 -4.92 0.59
H 0.06 -5.85 0.37
C 1.66 4.52 5.93
C 2.07 6.03 5.65
O 1.33 7.01 6.39
H 2.33 3.97 5.28
H 0.68 4.35 5.47
H 1.67 4.11 6.94
H 2.23 6.27 4.60
H 3.14 6.10 5.86
H 1.99 7.61 6.75
C -0.06 -0.37 9.14
C -1.53 0.12 9.07
O -1.85 0.55 10.38
H 0.74 0.32 9.40
H 0.23 -0.53 8.10
H -0.02 -1.26 9.77
H -2.09 -0.79 8.91
H -1.70 0.88 8.31
H -1.63 1.46 10.56
C 1.56 3.97 -8.39
C 0.97 3.49 -7.06
O 1.81 3.85 -5.94
H 2.32 3.34 -8.84
H 1.83 5.03 -8.38
H 0.76 3.99 -9.13
H 0.84 2.41 -6.95
H 0.04 3.97 -6.76
H 2.41 4.47 -6.35
C 3.59 -0.95 -6.45
C 3.58 -1.89 -5.33
O 3.99 -1.12 -4.22
H 3.72 -1.49 -7.39
H 4.35 -0.16 -6.45
H 2.60 -0.50 -6.54
H 4.17 -2.80 -5.46
H 2.60 -2.34 -5.13
H 4.51 -1.67 -3.62
C -2.82 6.39 -1.10
C -2.32 5.19 -0.36
O -1.44 4.45 -1.14
H -3.23 6.12 -2.07
H -2.06 7.15 -1.28
H -3.61 6.91 -0.55
H -3.23 4.62 -0.20
H -1.75 5.38 0.55
H -1.43 3.53 -0.87
*
```

Atom charges from the Mulliken analysis, given in e for atoms 1 to 6: Sn 1.61; C 0.61; F -0.21; F -0.22; F -0.22; S 1.02

Below is a structure of composition C22H54F12N2O26S4, with properties calculated with ωB97M-V/def2-TZVPD.

```
! RIJCOSX wB97M-V def2-TZVPD def2/J DEFGRID3
* xyz -2 1
C 14.36 7.87 16.95
F 14.72 7.10 17.96
F 14.92 7.39 15.85
F 13.01 7.75 16.85
S 14.80 9.72 17.30
O 14.89 10.29 15.98
O 13.70 10.14 18.13
N 16.21 9.58 17.94
S 17.61 10.30 17.58
O 17.55 11.73 17.26
O 18.67 9.79 18.39
C 18.01 9.66 15.81
F 17.37 10.31 14.87
F 19.26 9.96 15.64
F 17.89 8.34 15.61
C 11.06 17.87 14.30
F 11.18 19.07 13.82
F 10.04 17.82 15.17
F 10.77 17.06 13.23
S 12.64 17.42 15.13
O 13.53 17.42 14.00
O 12.71 18.50 16.02
N 12.53 16.05 15.76
S 11.69 15.67 17.04
O 12.04 16.42 18.22
O 10.29 15.38 16.83
C 12.34 13.94 17.33
F 13.69 14.08 17.74
F 11.67 13.42 18.32
F 12.17 13.19 16.29
C 15.52 20.20 19.57
C 15.11 19.04 18.70
O 13.72 18.99 18.92
O 14.88 21.42 19.06
H 16.63 20.39 19.64
H 15.11 19.99 20.56
H 15.60 18.13 19.01
H 15.27 19.24 17.65
H 13.18 18.36 18.37
H 14.03 21.06 18.80
C 7.32 12.98 16.70
C 7.43 12.33 15.34
O 6.34 12.78 14.52
O 7.48 14.42 16.60
H 8.18 12.65 17.27
H 6.35 12.80 17.14
H 7.48 11.27 15.28
H 8.40 12.70 14.99
H 6.60 13.68 14.35
H 8.45 14.59 16.52
C 11.52 17.75 10.11
C 12.79 17.16 10.63
O 13.40 18.31 11.30
O 11.71 18.94 9.40
H 10.83 17.96 10.99
H 11.04 16.98 9.50
H 13.43 16.91 9.72
H 12.74 16.38 11.36
H 13.35 18.11 12.25
H 12.38 19.47 9.95
C 7.27 17.97 16.34
C 6.03 17.39 17.07
O 5.05 18.38 17.38
O 7.69 19.23 16.91
H 7.06 18.06 15.27
H 8.15 17.27 16.41
H 6.29 16.97 18.04
H 5.45 16.61 16.54
H 5.62 19.15 17.61
H 8.49 19.06 17.42
C 10.37 22.24 13.80
C 9.41 22.33 14.98
O 8.49 21.19 14.86
O 9.64 21.92 12.60
H 11.13 21.50 14.02
H 10.80 23.23 13.61
H 8.84 23.29 14.94
H 9.93 22.27 16.02
H 8.48 20.57 15.60
H 9.19 21.07 12.70
C 12.58 12.87 11.94
C 11.34 13.16 12.72
O 10.83 12.03 13.35
O 13.50 12.15 12.76
H 13.04 13.79 11.54
H 12.35 12.22 11.12
H 10.56 13.42 11.98
H 11.52 13.92 13.43
H 11.57 11.69 13.93
H 14.08 12.77 13.28
C 8.72 14.79 19.75
C 8.86 16.33 19.60
O 10.04 16.94 20.27
O 7.39 14.43 19.51
H 9.02 14.55 20.78
H 9.43 14.18 19.18
H 8.01 16.71 20.06
H 8.77 16.72 18.57
H 10.80 16.62 19.73
H 7.21 14.52 18.51
C 17.36 14.14 14.14
C 16.05 13.84 14.80
O 14.88 14.22 14.02
O 17.75 15.52 14.02
H 17.32 13.69 13.12
H 18.17 13.60 14.73
H 15.97 14.34 15.77
H 15.98 12.75 14.90
H 14.13 14.34 14.58
H 17.10 16.01 13.49
C 10.23 21.66 18.67
C 10.88 20.25 18.63
O 9.89 19.27 18.66
O 9.71 22.12 19.91
H 9.54 21.64 17.86
H 11.08 22.37 18.50
H 11.53 20.13 19.55
H 11.53 20.21 17.76
H 10.22 18.44 19.12
H 9.04 21.51 20.22
*
```

Atom charges from the Mulliken analysis, given in e for atoms 1 to 6: C 0.60; F -0.25; F -0.22; F -0.24; S 1.06; O -0.55

| no. | largest force on an atom (eV/A) | energy (eV) |
| --- | --- | --- |
| 1 | 6.7 | -143241.9058 |
| 2 | 3.1 | -155853.7663 |